--- P ---
Formula: C5H9FN2
Source: the Open Molecules 2025 dataset
Level of theory: wB97M-V/def2-TZVPD

```
! RIJCOSX wB97M-V def2-TZVPD def2/J DEFGRID3
* xyz 0 1
N -0.168 2.939 0.056
C -0.085 1.802 -0.002
H -1.225 -1.368 -0.440
H 2.457 1.405 -0.490
N 1.041 -0.013 -1.022
H -3.371 -0.326 0.279
H -2.547 1.207 0.584
H 0.969 -1.000 -1.246
F -1.706 0.108 -1.668
H 2.683 -0.152 0.337
C 0.029 0.353 -0.048
C -2.430 0.126 0.581
C -1.336 -0.274 -0.398
C 2.386 0.324 -0.611
H -2.178 -0.211 1.583
H 0.285 0.018 0.983
H 3.076 0.016 -1.392
*
```

## Properties
SMILES: CN[C@@H](C#N)[C@@H](C)F
frontier orbital gap: 10.4 eV


--- Q ---
Formula: C5H9FN2
Source: the Open Molecules 2025 dataset
Level of theory: wB97M-V/def2-TZVPD

```
! RIJCOSX wB97M-V def2-TZVPD def2/J DEFGRID3
* xyz 0 1
C -1.104 -0.981 -0.373
C 0.665 1.208 0.322
H -1.640 -1.928 -0.519
H 1.436 2.007 0.727
N -0.263 1.667 -0.703
C 1.261 -0.116 -0.064
H 0.567 0.234 2.291
C 0.375 -1.030 -0.938
N -1.088 -0.532 1.056
C 0.215 0.098 1.203
H 0.390 -0.703 -2.075
H -1.707 -0.332 -0.973
H -0.966 -1.396 1.599
H -1.583 1.560 -0.140
F 2.476 -0.631 0.149
H 0.807 -2.097 -0.804
H 0.159 2.973 -0.759
*
```

## Properties
frontier orbital gap: 8.8 eV


--- R ---
Formula: C5H9FN2
Source: the Open Molecules 2025 dataset
Level of theory: wB97M-V/def2-TZVPD

```
! RIJCOSX wB97M-V def2-TZVPD def2/J DEFGRID3
* xyz 0 1
C -2.096 -0.962 -0.538
H -2.916 -1.600 -0.732
H -2.381 -0.236 0.314
H -0.197 -0.624 1.638
C 1.423 -1.171 0.413
H -2.152 -0.324 -1.461
C 0.049 -0.699 0.485
N 2.450 -1.664 0.162
C 1.478 1.669 0.492
C 0.290 0.986 -0.090
H -0.238 -1.801 -1.125
H 1.337 1.711 1.504
H 2.467 1.166 0.458
H 1.677 2.679 0.115
F 0.188 0.890 -1.476
H -0.634 1.463 0.184
N -0.744 -1.485 -0.342
*
```

## Properties
SMILES: CN[C@@H](C#N)[C@@H](C)F
frontier orbital gap: 9.9 eV


Which is most stable? The ranking, best first, is P, R, Q.


--- P ---
Formula: C2H3ClN2
Source: the Open Molecules 2025 dataset
Level of theory: wB97M-V/def2-TZVPD

```
! RIJCOSX wB97M-V def2-TZVPD def2/J DEFGRID3
* xyz 0 1
H -0.427 0.035 -1.324
H 0.809 1.053 1.091
Cl -1.024 2.533 0.073
C 0.049 -0.053 -0.377
H -1.061 -1.598 0.123
N -2.722 -1.627 1.739
C -1.875 -1.445 1.058
N 0.099 0.894 0.456
*
```

## Properties
frontier orbital gap (alpha / beta): 8.6 / 8.6 eV


--- Q ---
Formula: C2H3ClN2
Source: the Open Molecules 2025 dataset
Level of theory: wB97M-V/def2-TZVPD

```
! RIJCOSX wB97M-V def2-TZVPD def2/J DEFGRID3
* xyz 0 1
C 0.237 0.401 1.003
N 0.090 -0.840 -1.328
H 0.904 1.229 1.138
H -0.635 0.526 1.524
Cl -1.423 -1.711 -1.572
H 0.650 -0.532 1.330
C 0.098 0.270 -0.463
N 0.080 0.657 -1.631
*
```

## Properties
SMILES: CC1=NN1Cl
frontier orbital gap: 10.5 eV


Which is most stable? The ranking, best first, is Q, P.


--- P ---
Formula: C2H3ClN2
Source: the Open Molecules 2025 dataset
Level of theory: wB97M-V/def2-TZVPD

```
! RIJCOSX wB97M-V def2-TZVPD def2/J DEFGRID3
* xyz 0 1
H -0.626 -0.037 -1.943
N -0.597 -0.319 2.749
H -0.302 -1.331 -0.930
N -0.519 -0.345 -0.987
H 0.057 1.514 -0.237
C 0.263 0.454 -0.191
Cl 2.016 0.132 -0.142
C -0.292 -0.068 1.682
*
```

## Properties
frontier orbital gap: 10.9 eV


--- Q ---
Formula: C2H3ClN2
Source: the Open Molecules 2025 dataset
Level of theory: wB97M-V/def2-TZVPD

```
! RIJCOSX wB97M-V def2-TZVPD def2/J DEFGRID3
* xyz 0 1
H -0.948 1.122 -2.799
H 1.477 -1.126 0.126
H 1.532 -1.884 1.699
C -0.733 1.354 -0.505
N 0.955 -1.297 0.972
C -0.909 1.161 -1.665
N -0.164 -1.045 1.123
Cl -1.212 1.714 1.049
*
```

## Properties
frontier orbital gap: 8.9 eV


Which is most stable? The ranking, best first, is P, Q.


--- P ---
Formula: C4H14N3
Source: the Open Molecules 2025 dataset
Level of theory: wB97M-V/def2-TZVPD

```
! RIJCOSX wB97M-V def2-TZVPD def2/J DEFGRID3
* xyz 0 2
H 2.375 -1.291 -1.093
H -0.332 2.891 0.912
H 2.423 1.810 -0.812
H 3.496 0.564 -0.785
C -2.412 -0.739 -0.800
N 0.281 0.880 0.340
C 1.480 0.232 -0.118
N 1.635 -1.079 -0.426
H -1.105 -2.302 -0.291
N 2.616 0.961 -0.297
H -2.671 -2.543 0.381
H -0.470 0.246 0.740
H -2.946 -1.149 -1.615
C -1.811 -1.622 0.185
H 0.289 1.845 2.224
H 1.452 2.629 1.046
H -1.559 -0.055 -1.129
C 0.417 2.131 1.139
H -1.189 -1.340 0.996
H 1.065 -1.957 -0.332
H -3.034 -0.113 -0.265
*
```

## Properties
frontier orbital gap (alpha / beta): 4.7 / 9.8 eV


--- Q ---
Formula: C4H14N3
Source: the Open Molecules 2025 dataset
Level of theory: wB97M-V/def2-TZVPD

```
! RIJCOSX wB97M-V def2-TZVPD def2/J DEFGRID3
* xyz 0 2
H -1.381 2.350 0.102
H 2.287 -0.594 -0.071
H -0.805 0.909 1.945
N -0.927 -0.551 -1.903
H -1.533 -1.099 -2.557
C -0.019 1.346 1.318
H 0.245 2.241 1.904
C 1.219 0.490 1.233
N 1.314 -0.313 0.021
H 0.032 -0.395 -2.330
H -1.218 0.436 -1.774
H 0.082 2.308 -0.434
C 0.459 -1.496 -0.038
H 2.126 1.062 1.424
H -1.501 -0.737 0.174
H -1.360 -2.240 -0.748
H 1.194 -0.162 2.129
N -0.607 1.702 0.011
C -0.932 -1.258 -0.588
H 0.299 -1.926 0.964
H 1.026 -2.072 -0.781
*
```

## Properties
frontier orbital gap (alpha / beta): 3.8 / 10.1 eV


Which is most stable? The ranking, best first, is Q, P.


--- P ---
Formula: C21H23N3O6
Source: the Open Molecules 2025 dataset
Level of theory: wB97M-V/def2-TZVPD

```
! RIJCOSX wB97M-V def2-TZVPD def2/J DEFGRID3
* xyz 0 1
H -2.264 -3.023 6.724
H 1.525 0.543 3.634
O -0.943 -1.338 0.912
O -0.815 -1.641 7.070
H -1.221 1.671 1.819
C -1.847 -2.289 7.415
H 2.483 1.665 -1.971
O -0.288 1.346 -5.172
H -1.217 -2.260 -1.208
C 0.699 0.188 4.002
C -1.889 -0.894 4.777
H 1.067 -0.569 -6.311
C 0.527 -0.210 5.328
C -0.713 -0.978 5.745
C -0.557 0.892 1.718
H -1.011 1.569 -0.434
C -0.742 0.810 -2.798
C -0.616 0.539 -6.564
C 2.658 2.364 0.050
N -1.094 0.506 -0.476
C 1.070 2.258 0.659
N 0.985 1.502 1.510
C -1.027 0.104 -1.790
H 3.367 -0.137 -2.841
H 1.798 0.726 1.581
O 2.831 -0.304 0.452
H -2.841 -1.478 7.644
H -1.663 -2.626 8.503
O -0.752 -1.667 -5.762
C -0.284 0.178 3.106
H -1.890 0.739 -6.662
H 3.241 2.144 0.976
C 2.848 -0.786 -2.054
H -0.296 -1.016 -7.392
H -1.247 -2.931 -3.542
H -2.690 -0.438 2.866
C -0.761 -0.950 -4.398
C -1.783 -0.256 3.578
C -1.222 -2.002 -3.285
C -0.763 -0.178 0.630
O 0.169 3.208 0.261
N 2.835 1.560 -0.936
H -0.223 1.463 -7.230
H -0.453 1.961 -2.513
C -0.567 0.474 -4.135
H 1.812 -0.929 -2.503
H -2.733 -1.355 5.149
C 2.918 0.145 -0.800
H 3.131 -1.774 -1.803
H 2.468 3.531 -0.247
H 1.256 -0.476 5.981
C -1.282 -1.240 -1.984
C 0.029 -0.726 -6.481
*
```

## Properties
SMILES: COc1ccc([C@@H](NC(=O)CNC(C)=O)C(=O)Nc2ccc3c(c2)OCCO3)cc1
frontier orbital gap: 8.7 eV


--- Q ---
Formula: C21H23N3O6
Source: the Open Molecules 2025 dataset
Level of theory: wB97M-V/def2-TZVPD

```
! RIJCOSX wB97M-V def2-TZVPD def2/J DEFGRID3
* xyz 0 1
H 1.815 -3.812 1.847
C -3.963 -0.595 -2.681
H 4.895 2.514 1.501
C 0.097 -2.794 1.072
O 0.513 1.775 2.065
H 5.044 0.975 -0.382
O -6.763 2.813 -0.883
C -6.462 2.099 -1.980
C -2.266 -1.707 -1.286
H -0.944 1.314 0.656
N -0.663 -2.723 -0.062
C -0.673 1.105 1.696
N 3.047 -2.528 -0.004
C 2.041 -3.372 -0.283
H -5.472 0.455 -3.789
H -2.010 -2.324 -2.157
C 1.765 0.611 0.332
C 2.981 0.418 -0.322
H 2.096 -0.786 -1.857
H -3.247 -0.077 0.583
H 4.497 3.139 3.727
C -4.974 0.328 -2.840
C -3.332 -0.742 -1.443
C 1.654 1.495 1.392
H -3.653 -1.207 -3.516
C 3.779 -1.852 -1.053
H 3.670 -0.098 -2.281
H -1.443 1.505 2.355
C 3.089 -0.546 -1.473
H 0.813 -4.797 0.746
C -5.375 1.121 -1.765
H 4.789 -1.650 -0.692
O -7.039 2.264 -3.026
C -3.740 0.053 -0.367
N -1.649 -1.825 -0.180
H 0.895 0.071 -0.008
C 4.095 1.108 0.116
C 2.802 2.196 1.830
H -5.066 1.591 0.302
H -0.590 0.026 1.848
C 3.700 3.788 3.349
O 1.751 -3.740 -1.406
H 3.824 -2.535 -1.905
H 3.313 4.393 4.167
H -0.393 -3.295 -0.870
H 3.109 -2.129 0.921
C 1.226 -3.806 0.932
H 4.106 4.446 2.573
H -7.478 3.435 -1.086
O -0.075 -2.109 2.049
C -4.750 0.976 -0.525
O 2.605 3.045 2.877
C 4.008 1.989 1.186
*
```

## Properties
SMILES: COc1ccc(CCNC(=O)CC(=O)N/N=C/c2ccc(C(=O)O)cc2)cc1OC
frontier orbital gap: 7.5 eV


Which is most stable? The ranking, best first, is Q, P.


--- P ---
Formula: C5H7FO
Source: the Open Molecules 2025 dataset
Level of theory: wB97M-V/def2-TZVPD

```
! RIJCOSX wB97M-V def2-TZVPD def2/J DEFGRID3
* xyz 0 1
C 0.010 -0.043 0.551
H -2.313 0.126 -1.829
H -0.964 1.997 0.770
H -2.307 -0.017 0.846
F 3.331 -1.402 -0.453
H 0.911 -1.061 -1.172
H -0.517 1.746 -1.006
H 2.640 -0.688 1.379
C -0.656 1.330 0.067
C 1.126 -0.783 -0.070
H -0.004 0.115 1.637
C 2.408 -0.943 0.434
C -1.601 0.138 0.020
O -2.065 -0.515 -1.173
*
```

## Properties
SMILES: O[C@@H]1C[C@@H]1/C=C/F
frontier orbital gap: 9.4 eV


--- Q ---
Formula: C5H7FO
Source: the Open Molecules 2025 dataset
Level of theory: wB97M-V/def2-TZVPD

```
! RIJCOSX wB97M-V def2-TZVPD def2/J DEFGRID3
* xyz 0 1
H -2.014 -1.498 0.511
C -1.591 -0.676 -0.065
H 0.400 1.916 0.100
C 1.297 -0.157 0.009
H 0.554 -2.127 -0.291
C 0.317 -1.079 0.008
C -2.686 0.141 -0.374
H 2.601 -1.614 0.010
F -3.852 -0.132 0.235
H -2.535 1.130 -0.995
H 1.719 1.482 1.161
H 1.914 1.964 -0.449
C 1.307 1.306 0.181
O 2.568 -0.655 -0.041
*
```

## Properties
frontier orbital gap: 9.6 eV


Which is most stable? The ranking, best first, is P, Q.